{"formula": "C4H20O5", "method": "ωB97M-V with the def2-TZVPD basis set", "homo_ha": -0.3906, "spin_multiplicity": 1, "e_above_lowest_kj_mol": 77.8, "smiles": "CCCC.O.O.O.O.O", "max_force_ev_per_a": 1.6, "homo_lumo_gap_ev": 11.0, "e_lumo_ha": 0.0121, "elements": ["O", "O", "O", "O", "O", "C", "C", "C", "C", "H", "H", "H", "H", "H", "H", "H", "H", "H", "H", "H", "H", "H", "H", "H", "H", "H", "H", "H", "H"], "coordinates": [[1.83323, 0.87660, -1.44320], [-0.54892, -1.85768, -3.09613], [-1.03826, 0.88539, -2.46104], [1.66213, 2.11918, 1.11316], [-0.59597, 2.76856, -0.40785], [-1.98511, -1.41578, 0.32592], [1.48924, -0.97232, 2.10060], [-0.91064, -1.35768, 1.39371], [0.46798, -0.81725, 0.95984], [-1.48660, 3.11297, -0.42368], [1.90402, 1.32615, 0.61027], [-0.71468, -2.33474, 1.85515], [-0.74170, 1.30880, -1.64237], [1.59513, 1.80558, -1.31538], [-0.96378, -1.06502, -2.71108], [-0.15210, -2.26478, -2.31258], [0.28650, 0.21672, 0.69437], [0.85437, -1.47431, 0.18561], [-2.97398, -1.20909, 0.75090], [1.08256, -0.78293, 3.10033], [0.03391, 2.98616, 0.29475], [2.31122, -0.27915, 2.00783], [-1.84182, -0.61579, -0.39271], [-1.22620, -0.78754, 2.27179], [1.52980, 0.71956, -2.34707], [1.85260, -1.99858, 2.09173], [-1.30138, 1.50174, -3.14361], [-2.10227, -2.40063, -0.12286], [1.68072, 2.00583, 2.06360]]}